[1]
ORCA calculation (ωB97M-V/def2-TZVPD) on a cluster of 3 separate species, C4H13NO2 in total in a non-equilibrium geometry.

Lowest unoccupied orbital energy: 0.86 eV
SMILES: C=NCCC.O.O
Multiplicity: 1
Maximum force: 3.79 eV Å⁻¹
Gap between HOMO and LUMO: 11.029 eV
HOMO: -10.17 eV

XYZ file:
```
20
Properties=species:S:1:pos:R:3:mulliken_charge:R:1
C 0.437 1.873 0.446 -1.188
C 0.321 0.487 -0.129 -0.574
C 1.521 0.320 -1.118 -0.142
C 3.384 -0.941 -1.368 -0.393
N 2.074 -1.020 -1.329 -0.291
H -0.552 2.253 0.934 0.304
H 0.558 2.678 -0.446 0.272
H 1.188 2.070 1.287 0.334
H 0.278 -0.416 0.433 0.562
H -0.633 0.497 -0.684 0.123
H 1.007 0.749 -2.105 0.168
H 2.257 0.972 -0.526 0.257
H 3.895 0.028 -1.412 0.302
H 3.840 -1.920 -1.157 0.270
H 0.226 -2.435 -0.881 0.360
H -1.072 -1.660 -0.624 0.301
O -0.670 -2.478 -0.532 -0.663
H -5.923 1.598 2.363 0.337
H -5.768 0.967 3.890 0.319
O -5.304 1.394 3.187 -0.656
```

[2]
ORCA calculation (ωB97M-V/def2-TZVPD) on a structure of composition C28H30B2ClF4N7O8Ti.

Lowest unoccupied orbital energy: -7.40 eV
Multiplicity: 1
Maximum force: 0.20 eV Å⁻¹
Gap between HOMO and LUMO: 5.949 eV
HOMO: -13.35 eV
Total charge: +2

XYZ file:
```
81
Properties=species:S:1:pos:R:3:mulliken_charge:R:1
Ti 2.024 -0.169 0.462 -0.973
C 6.094 0.802 -0.577 -2.008
C 4.859 0.063 -0.236 0.809
N 4.080 0.269 0.770 1.255
O 4.391 1.156 1.744 -0.530
B 5.555 0.810 2.657 0.478
F 5.897 1.916 3.320 -0.249
F 6.524 0.132 1.970 -0.256
O 5.049 -0.191 3.798 -0.435
N 4.317 -1.182 3.367 0.538
C 3.073 -1.279 3.677 0.682
C 2.463 -0.307 4.617 -1.266
C 2.225 -2.233 2.893 -0.057
N 2.064 -1.708 1.749 1.314
O 1.219 -2.100 0.765 -0.637
B 1.867 -3.298 -0.284 0.913
F 0.797 -3.902 -0.791 -0.228
F 2.677 -3.989 0.559 -0.309
O 2.609 -2.529 -1.305 -0.735
N 3.205 -1.464 -0.736 1.045
C 4.375 -1.084 -1.087 0.239
C 5.223 -1.723 -2.118 -1.923
C 1.623 -3.478 3.413 -1.516
H 6.181 1.705 0.021 0.397
H 6.067 1.055 -1.639 0.549
H 6.976 0.185 -0.400 0.372
H 2.565 0.701 4.209 0.262
H 3.008 -0.326 5.563 0.499
H 1.410 -0.529 4.772 0.416
H 4.758 -2.633 -2.485 0.465
H 6.207 -1.946 -1.704 0.411
H 5.377 -1.034 -2.953 0.372
H 1.227 -3.309 4.415 0.459
H 2.402 -4.242 3.485 0.305
H 0.840 -3.833 2.747 0.309
Cl 5.090 -2.427 2.463 0.089
O -1.384 1.471 2.707 -0.461
C -1.114 2.666 2.161 0.691
C -2.025 3.718 2.202 -0.617
C -1.696 4.941 1.653 -0.401
C -0.462 5.157 1.029 -0.813
C 0.431 4.122 0.941 -0.698
C 0.121 2.868 1.507 -0.256
C 1.005 1.777 1.266 1.914
O 1.896 1.786 0.324 -0.546
O 0.954 0.626 1.875 -0.461
H -2.284 1.191 2.467 0.377
H -2.978 3.567 2.694 0.496
H -2.409 5.753 1.716 0.434
H -0.222 6.127 0.619 0.453
H 1.386 4.250 0.448 0.531
C -8.269 -0.864 -4.795 -1.383
C -7.378 -0.629 -3.608 0.767
C -6.910 -1.692 -2.840 -0.690
C -6.117 -1.474 -1.723 -0.059
C -5.779 -0.177 -1.365 -0.786
N -4.951 0.059 -0.215 0.025
C -3.604 0.084 -0.214 0.188
O -2.928 0.317 0.784 -0.658
N -3.024 -0.183 -1.447 0.155
C -1.673 -0.127 -1.747 -0.256
C -1.284 0.023 -3.080 -0.353
C 0.055 0.080 -3.410 -1.279
C 0.997 -0.009 -2.407 -0.396
N 0.632 -0.182 -1.132 0.741
C -0.667 -0.251 -0.791 -0.346
C -6.231 0.897 -2.121 0.023
C -7.024 0.666 -3.233 -0.701
H -8.204 -1.892 -5.145 0.365
H -8.011 -0.200 -5.620 0.367
H -9.310 -0.667 -4.531 0.304
H -7.176 -2.705 -3.114 0.369
H -5.767 -2.305 -1.123 0.455
H -5.378 0.240 0.680 0.264
H -3.661 -0.280 -2.226 0.161
H -2.038 0.104 -3.854 0.531
H 0.369 0.203 -4.436 0.485
H 2.055 0.048 -2.622 0.478
H -0.912 -0.398 0.250 0.657
H -5.968 1.907 -1.830 0.466
H -7.381 1.506 -3.817 0.406
```

[3]
ORCA calculation (ωB97M-V/def2-TZVPD) on a structure of composition C43H68N2P2SiSr in a non-equilibrium geometry.

Lowest unoccupied orbital energy (spin up / spin down): -5.44 / -5.12 eV
Multiplicity: 1
Maximum force: 18.43 eV Å⁻¹
Gap between HOMO and LUMO (spin up / spin down): 5.547 / 4.657 eV
HOMO (spin up / spin down): -10.99 / -9.78 eV
Total charge: +2

XYZ file:
```
117
Properties=species:S:1:pos:R:3:mulliken_charge:R:1
Sr -0.889 -1.916 1.509 2.553
C 1.604 -3.219 -2.191 -1.161
Si 1.354 -1.395 -1.792 0.495
C 0.503 -0.354 -3.138 0.733
C 1.272 -0.100 -4.284 -0.606
C 0.790 0.663 -5.334 -1.210
C -0.484 1.201 -5.260 -1.299
C -1.271 0.930 -4.154 -1.057
C -0.809 0.144 -3.101 0.266
P -1.872 -0.302 -1.672 1.273
C -3.152 -1.589 -2.164 0.429
C -4.221 -1.384 -3.245 -1.403
C -3.714 -1.610 -4.671 -0.276
C -3.077 -2.993 -4.799 -1.355
C -1.941 -3.142 -3.789 -0.041
C -2.481 -2.961 -2.370 -1.032
C -2.932 1.223 -1.352 0.481
C -3.813 1.968 -2.395 -1.630
C -3.263 3.352 -2.746 -0.824
C -3.249 4.269 -1.516 -0.957
C -2.847 3.490 -0.249 -0.940
C -2.050 2.249 -0.634 0.510
C 2.893 -0.445 -1.201 1.229
C 3.860 -0.219 -2.192 -0.981
C 4.978 0.565 -1.966 -1.307
C 5.145 1.170 -0.731 -1.217
C 4.235 0.907 0.278 -0.678
C 3.128 0.082 0.076 0.601
P 2.059 -0.442 1.475 0.290
C 3.091 -1.389 2.729 0.400
C 4.614 -1.206 2.829 -1.459
C 5.403 -1.915 1.719 -0.062
C 5.023 -3.390 1.614 -1.338
C 3.515 -3.521 1.436 0.388
C 2.797 -2.894 2.635 -0.770
C 1.774 1.138 2.443 0.438
C 2.856 1.779 3.337 -0.365
C 2.391 3.182 3.730 -0.866
C 2.411 4.113 2.510 -0.881
C 2.028 3.362 1.224 -0.689
C 1.096 2.195 1.536 -0.016
H 2.211 -3.359 -3.088 0.403
H 0.635 -3.699 -2.338 0.297
H 2.083 -3.722 -1.349 0.447
H 2.271 -0.508 -4.366 0.361
H 1.409 0.840 -6.204 0.451
H -0.875 1.810 -6.064 0.473
H -2.271 1.332 -4.123 1.041
H -3.675 -1.645 -1.195 0.318
H -4.718 -0.421 -3.153 0.280
H -4.987 -2.142 -3.047 0.529
H -2.977 -0.857 -4.944 0.025
H -4.555 -1.515 -5.361 0.443
H -2.706 -3.141 -5.813 0.450
H -3.834 -3.760 -4.607 0.393
H -1.165 -2.401 -3.996 0.015
H -1.489 -4.133 -3.876 0.510
H -1.697 -3.108 -1.614 -0.031
H -3.246 -3.727 -2.206 0.705
H -3.630 0.802 -0.616 0.068
H -4.805 2.108 -1.957 0.454
H -3.966 1.391 -3.301 0.535
H -3.889 3.794 -3.522 0.522
H -2.257 3.258 -3.161 0.199
H -4.237 4.711 -1.377 0.351
H -2.549 5.088 -1.685 0.377
H -3.746 3.178 0.300 0.328
H -2.263 4.126 0.421 0.412
H -1.618 1.786 0.245 -1.321
H -1.198 2.531 -1.261 0.725
H 3.745 -0.678 -3.167 0.566
H 5.712 0.704 -2.749 0.450
H 5.994 1.812 -0.540 0.480
H 4.420 1.327 1.254 0.458
H 2.646 -1.021 3.662 0.641
H 4.906 -1.655 3.784 0.608
H 4.895 -0.155 2.887 0.203
H 6.467 -1.810 1.937 0.469
H 5.220 -1.444 0.756 -0.041
H 5.325 -3.918 2.523 0.362
H 5.552 -3.849 0.777 0.474
H 3.216 -4.567 1.343 0.622
H 3.187 -2.998 0.527 -0.611
H 3.170 -3.367 3.548 0.636
H 1.722 -3.087 2.541 -0.281
H 1.049 0.786 3.178 -0.566
H 3.824 1.867 2.845 0.179
H 3.003 1.171 4.231 0.447
H 3.025 3.585 4.521 0.513
H 1.377 3.122 4.145 0.187
H 3.412 4.532 2.396 0.411
H 1.734 4.952 2.679 0.295
H 2.918 2.970 0.734 -0.001
H 1.546 4.039 0.517 0.618
H 0.776 1.730 0.597 -0.460
H 0.202 2.605 2.024 0.532
C -3.643 0.740 3.550 -0.971
C -3.632 -0.120 2.257 0.561
N -2.399 -0.873 2.209 -1.167
C -1.294 -0.012 2.454 1.817
C -1.244 0.343 3.947 -1.321
N -2.633 0.132 4.489 0.341
C -2.842 -1.359 4.546 -1.123
C -2.259 -1.865 3.232 -0.237
H -4.620 0.749 4.028 0.491
H -3.325 1.761 3.347 0.365
H -3.673 0.539 1.391 -0.772
H -4.478 -0.806 2.217 0.643
H -1.390 0.883 1.850 -0.743
H -0.321 -0.439 2.266 -0.967
H -0.924 1.370 4.121 0.415
H -0.569 -0.333 4.487 -0.001
H -2.716 0.556 5.413 0.405
H -3.906 -1.568 4.637 0.385
H -2.314 -1.779 5.404 0.498
H -2.705 -2.814 2.942 0.465
H -1.171 -1.976 3.395 0.298
```

[4]
ORCA calculation (ωB97M-V/def2-TZVPD) on the ion C4H12N2O with charge +1 in a non-equilibrium geometry.

Lowest unoccupied orbital energy (spin up / spin down): -3.18 / -8.78 eV
<S²>: 0.756
Multiplicity: 2
Maximum force: 3.69 eV Å⁻¹
Gap between HOMO and LUMO (spin up / spin down): 11.472 / 5.192 eV
HOMO (spin up / spin down): -14.65 / -13.97 eV
Total charge: +1

XYZ file:
```
19
Properties=species:S:1:pos:R:3:mulliken_spin:R:1
C -1.366 1.047 0.796 0.033
O -1.306 2.473 0.659 0.000
C -0.320 0.260 0.093 -0.021
C -0.280 -1.268 0.515 0.075
C 0.920 -2.010 -0.268 0.003
N 1.186 -1.483 -1.660 0.135
N 1.055 0.906 0.086 0.721
H -1.371 0.840 1.884 -0.001
H -2.410 0.762 0.453 0.012
H -1.962 2.759 0.004 0.001
H -0.514 0.410 -0.930 0.020
H -0.098 -1.433 1.603 0.001
H -1.102 -1.720 -0.077 -0.001
H 1.940 -2.050 0.255 0.023
H 0.652 -3.115 -0.421 0.003
H 1.604 -2.239 -2.289 0.007
H 2.023 -0.924 -1.597 -0.001
H 1.167 1.487 0.893 -0.007
H 1.109 1.301 -0.848 -0.003
```

Calculated total energy (eV), listed in the same order as above: -9941.3131, -104188.0241, -75945.3960, -9359.7257
Calculated relative energy (zero: lowest compared OMol25 entry of this formula, charge and spin) (kcal/mol), listed in the same order as above: 66.5, 34.6, 15.1, 62.1